(1)
The following is a quantum chemistry calculation of one molecule with the formula C24H19N5O4, from the Open Molecules 2025 dataset.

Positions of all 52 atoms, in Å:
C  0.3486  3.8070  2.5379
H  0.4464  4.3358  3.4880
H  1.3224  3.7654  2.0480
H  -0.3805  4.2998  1.9009
O  -0.1431  2.4903  2.7623
C  0.7089  1.6240  3.3092
O  1.8462  1.8778  3.5956
C  0.0356  0.2758  3.5380
C  0.9286  -0.8329  3.1116
C  1.2023  -1.3166  1.8490
C  2.1123  -2.3670  2.0649
N  2.3938  -2.5169  3.3437
N  1.6686  -1.5793  3.9634
H  1.7480  -1.4781  4.9622
O  2.6359  -3.1535  1.0955
C  2.2058  -2.8849  -0.1651
C  1.3379  -1.8937  -0.5026
C  0.9445  -1.7269  -1.8345
N  0.6020  -1.5725  -2.9220
C  0.7340  -0.9180  0.4975
C  1.0401  0.5059  0.1150
C  2.2368  1.1825  0.1001
C  2.2431  2.4995  -0.3442
C  1.0711  3.1058  -0.7635
C  -0.1410  2.4287  -0.7467
C  -0.1440  1.1195  -0.3049
N  -1.2072  0.2393  -0.1533
C  -0.7996  -0.9618  0.3499
O  -1.5245  -1.8870  0.6307
C  -2.5605  0.4401  -0.6311
C  -2.7079  -0.1721  -2.0029
C  -3.3692  -1.3816  -2.1602
C  -3.4455  -1.9783  -3.4061
C  -2.8538  -1.3756  -4.5022
C  -2.1858  -0.1732  -4.3497
C  -2.1126  0.4260  -3.1060
H  -1.5781  1.3577  -2.9913
H  -1.7121  0.2955  -5.1990
H  -2.9059  -1.8461  -5.4729
H  -3.9609  -2.9211  -3.5181
H  -3.8127  -1.8625  -1.3008
H  -3.2329  -0.0557  0.0747
H  -2.7710  1.5115  -0.6424
H  -1.0446  2.9215  -1.0708
H  1.0957  4.1290  -1.1090
H  3.1702  3.0516  -0.3640
H  3.1463  0.7029  0.4293
N  2.8056  -3.7009  -1.0776
H  2.4035  -3.7464  -1.9984
H  3.2419  -4.5312  -0.7131
H  -0.1819  0.1898  4.6051
H  -0.9009  0.2514  2.9798

Computed properties:
Structure (SMILES): COC(=O)Cc1[nH]nc2c1[C@]1(C(=O)N(Cc3ccccc3)c3ccccc31)C(C#N)=C(N)O2
Calculated total energy: -1500.75527 hartree

(2)
The following is a quantum chemistry calculation of one molecule with the formula C11H16N2O4S, from the Open Molecules 2025 dataset.

Positions of all 34 atoms, in Å:
C  -5.1251  -0.0670  -0.3509
C  -4.2275  -0.7189  0.6942
C  -2.8550  -0.0569  0.8022
H  -2.3170  -0.4915  1.6485
H  -2.9789  1.0112  0.9908
C  -2.0055  -0.2375  -0.4614
C  -0.6436  0.3597  -0.2727
C  0.4361  -0.3791  0.1325
N  1.6696  0.1621  0.3303
C  1.8312  1.4235  0.1204
N  0.8389  2.2361  -0.2767
C  -0.4812  1.7715  -0.4968
O  -1.3250  2.5655  -0.8527
H  1.0028  3.2243  -0.4295
S  3.4239  2.1033  0.3574
C  4.3390  0.6228  0.9000
C  4.6429  -0.3462  -0.2402
C  3.5240  -1.3388  -0.4673
O  3.1535  -2.1553  0.3400
O  3.0504  -1.2815  -1.7108
H  2.3420  -1.9312  -1.8506
H  4.8365  0.1927  -1.1676
H  5.5290  -0.9263  0.0289
H  3.7492  0.1366  1.6752
H  5.2598  1.0225  1.3220
O  0.3568  -1.6980  0.3376
H  1.2413  -2.0327  0.5860
H  -2.4870  0.2734  -1.2954
H  -1.9066  -1.3003  -0.6863
H  -4.7167  -0.6554  1.6693
H  -4.0998  -1.7779  0.4574
H  -6.1239  -0.4966  -0.3121
H  -5.2025  1.0024  -0.1690
H  -4.7317  -0.2165  -1.3527

Computed properties:
Energy relative to the best compared isomer or geometry (same formula, charge and spin): 0.0 kcal/mol
Structure (SMILES): CCCCc1c(O)nc(SCCC(=O)O)[nH]c1=O
Calculated total energy: -1237.49082 hartree

(3)
The following is a quantum chemistry calculation of C15H30FO15Tl as an isolated structure, from the Open Molecules 2025 dataset.

Positions of all 62 atoms, in Å:
Tl  41.8124  -6.0589  1.4770
F  41.7858  -2.8032  5.4561
C  47.0244  -6.4861  7.5379
O  47.1553  -7.9167  7.4380
C  46.8199  -8.6514  6.3065
O  46.1565  -8.2924  5.3528
O  47.3186  -9.8921  6.5024
C  46.8817  -11.0658  5.8047
H  46.6647  -6.1457  8.5089
H  46.2392  -6.1111  6.8815
H  47.9481  -5.9790  7.2589
H  46.3240  -10.8886  4.8851
H  46.2659  -11.6405  6.4965
H  47.7786  -11.6391  5.5699
C  47.5356  -0.6754  3.1481
O  48.4245  -1.2932  2.2263
C  48.1567  -2.4442  1.5905
O  47.1016  -3.1196  1.5992
O  49.2654  -2.7582  0.8903
C  49.3073  -3.8524  -0.0668
H  46.9608  -1.4191  3.7000
H  46.8240  0.0971  2.8565
H  48.1146  -0.3547  4.0141
H  48.4048  -3.8484  -0.6780
H  49.4373  -4.8145  0.4289
H  50.1451  -3.5721  -0.7052
C  38.1618  0.0989  -1.8316
O  38.6028  1.0622  -0.8479
C  39.4577  0.6913  0.1201
O  40.0516  -0.4185  0.2242
O  39.4417  1.6859  1.0611
C  40.1371  1.6365  2.3041
H  38.9968  -0.2795  -2.4211
H  37.4224  0.5648  -2.4831
H  37.5910  -0.6495  -1.2819
H  40.5783  2.5348  2.7359
H  40.9391  0.9082  2.1835
H  39.3993  1.2130  2.9856
C  41.2086  -0.1408  11.9325
O  40.8664  -0.5565  13.2666
C  39.9310  0.0058  14.0508
O  39.1924  0.9708  13.8033
O  39.9807  -0.5022  15.3118
C  39.0061  -0.1444  16.2646
H  40.4613  0.1861  11.2095
H  41.7379  -0.9549  11.4375
H  41.9789  0.5999  12.1473
H  39.1915  -0.8075  17.1097
H  38.0139  -0.3638  15.8702
H  39.2046  0.8842  16.5656
C  33.8286  -5.3176  0.7677
O  33.7419  -5.0583  2.1727
C  34.8369  -4.6000  2.9000
O  35.9588  -4.6112  2.4891
O  34.4423  -4.2454  4.1186
C  35.4033  -3.8348  5.0508
H  32.7971  -5.3668  0.4190
H  34.3180  -6.2709  0.5682
H  34.1622  -4.3820  0.3190
H  35.8023  -4.7947  5.3787
H  34.8699  -3.4071  5.8997
H  36.1293  -3.1487  4.6148

Computed properties:
Energy relative to the best compared isomer or geometry (same formula, charge and spin): 148.8 kcal/mol
Net charge: +2
Calculated total energy: -1989.48792 hartree

no.,F_max (eV/Å),HOMO level (eV),E_LUMO (eV)
1,1.649,-8.4,0.62
2,0.811,-8.4,0.43
3,3.686,-14.2,-12.95